C52H56O20S4 | wB97M-V/def2-TZVPD

Calculated values
multiplicity	1
largest force on an atom	4.3	eV Å⁻¹
HOMO	-0.3650	hartree
HOMO-LUMO gap	8.244	eV
SMILES	O=C1C=CC(=O)C=C1.O=C1C=CC(=O)C=C1.O=C1C=CC(=O)C=C1.O=C1C=CC(=O)C=C1.O=C1C=CC(=O)C=C1.O=C1C=CC(=O)C=C1.O=S1(=O)CCCC1.O=S1(=O)CCCC1.O=S1(=O)CCCC1.O=S1(=O)CCCC1

Positions of all 132 atoms, in Å:
C: 0.0917 -5.9025 1.2469
C: 1.4805 6.1804 -2.7445
C: 0.9340 -3.0737 4.7054
C: 6.3122 -2.6004 2.0603
C: 3.5934 -2.2745 -3.4971
S: 1.3167 -4.8912 0.3692
O: 6.9940 -3.2545 2.8647
H: -4.4365 0.0025 -2.1536
H: -3.2979 2.4326 3.9639
C: 1.2187 4.7842 -2.2972
H: -2.0135 -6.2340 0.7833
H: 0.2568 4.6677 2.7006
H: -0.7109 -1.6339 5.3533
H: -5.2276 -1.3154 -3.0205
C: -1.4158 3.4418 3.5415
H: 4.7142 -0.6001 -2.7528
H: -3.8115 -1.2647 5.7462
H: 5.1910 -4.3207 1.3653
C: 5.1924 -3.2549 1.2727
H: 1.3329 1.5861 2.7100
C: 2.0463 0.0576 -3.0786
C: 1.4711 6.3218 -4.2359
H: -1.5818 3.6568 -2.3759
C: -4.6400 2.7355 -1.0114
O: 3.3902 -0.0548 5.7881
H: 5.5220 0.6504 1.2667
H: 0.6436 -3.8633 -1.6149
S: -2.8749 -1.7039 -2.2602
C: 4.4460 -1.1373 0.5246
O: -4.4763 0.6982 4.4407
H: -3.4293 -1.7559 0.8368
H: 0.6627 -6.6775 1.7960
C: -4.0914 -0.2856 3.8368
C: -3.0549 5.0604 -1.6339
H: 1.0833 4.7768 -1.2133
H: -4.4379 0.6415 -4.6742
C: -3.6728 -1.4027 4.6558
H: -0.7171 -0.9648 -3.0729
H: 2.2733 1.4202 -0.1728
C: 5.5324 -0.4434 1.3280
H: 1.2878 5.3299 -6.1644
O: -0.6822 2.6792 4.1034
H: -3.0161 -3.4765 4.6818
C: -2.3736 -0.0373 -4.3909
H: -4.6321 0.3333 1.8002
C: 1.1951 3.9332 -4.5699
O: -2.4515 -0.9845 -1.0951
C: 1.9063 1.1060 1.9773
O: -2.2808 6.0050 -1.6215
C: 0.3440 -0.4323 0.6346
H: -1.1737 6.1744 1.4153
H: 4.1132 -2.9006 -2.7839
C: 1.6585 1.7991 0.6740
H: -6.0591 4.1697 -0.0080
C: -3.6876 4.2536 2.9674
H: 0.9817 -5.5988 -1.8629
C: -1.0092 -5.2075 -0.8545
H: 0.8210 0.2475 5.6685
O: -2.4121 -3.5654 2.2407
O: -3.8098 6.2722 1.8650
C: 1.2970 5.3165 -5.0974
H: -2.9795 1.6305 -1.7771
H: 3.5204 1.2453 -3.9391
O: 1.1606 3.0121 -5.3610
O: 1.7422 7.0823 -1.9962
C: -1.6992 -1.2222 -3.5463
H: 1.0802 0.3217 -3.4984
C: 4.2227 -0.8639 -3.6639
S: -0.0012 1.2485 0.1834
H: 0.7788 -0.9104 -0.2355
S: 1.9064 -1.7510 -2.9893
H: 2.6974 -4.0729 3.9480
C: 1.2427 -0.4044 1.9063
C: 1.1282 3.7519 -3.1219
H: 3.5445 -3.0132 -0.0056
H: 4.2878 -2.1478 4.3857
H: -0.6183 -0.9282 0.7291
H: 2.2970 0.3552 -2.0355
O: 3.9163 -0.4910 -0.3568
O: 1.0680 -2.3047 -4.0223
H: 0.6063 -0.4963 2.7106
H: 7.3333 -0.6257 2.3527
H: -1.8970 -0.0718 -5.4027
H: 1.7509 7.2741 -4.6735
H: -0.8764 -7.2316 -0.1919
O: -1.0412 1.7898 1.0187
H: -2.1142 0.9507 -3.8975
O: 0.2497 -4.0475 4.4593
H: 1.9600 -1.1738 1.8424
C: -1.6108 5.4641 2.1264
H: 1.0361 2.7822 -2.6604
H: 1.8672 2.9089 0.6596
H: 2.9907 1.2042 2.0989
H: 3.5160 -2.7810 -4.4541
O: 1.2949 -3.5600 0.9278
H: -1.4360 -1.9655 -4.3053
C: -4.3656 5.2145 -0.9008
H: -4.7635 4.1504 2.9229
O: -5.2792 1.7312 -0.8491
O: 1.4783 -2.0857 -1.6604
C: 1.2136 -0.7331 5.4647
C: 6.4990 -1.1345 1.8674
C: 0.4075 -1.7645 5.2484
C: -4.2710 -0.7351 -2.9033
O: 2.6410 -5.5017 0.2191
C: -2.9447 3.3643 3.5744
C: 0.4496 -4.8990 -1.1846
C: 2.7107 -0.9101 5.3386
C: -2.5873 3.6974 -1.9858
C: -0.8372 4.6045 2.7788
H: 4.9933 -0.9727 -4.4316
C: -3.0444 5.3919 2.2926
C: -3.8509 -0.1686 -4.2939
C: -1.0314 -6.2521 0.2484
H: -0.2189 -5.2225 2.0514
C: -5.0817 4.1441 -0.5997
H: -1.5151 -4.2911 -0.5180
H: -1.5794 -5.5365 -1.7670
C: -3.0387 -2.6495 2.7195
C: 4.2893 -2.5499 0.5739
H: -4.0264 -0.9237 -5.0751
O: -3.0619 -3.1260 -2.1909
C: 3.1621 0.2083 -3.9845
C: -3.3184 2.6542 -1.6251
C: -3.2897 -2.5892 4.1779
C: -4.2200 -0.4763 2.3911
H: 2.8654 0.0858 -5.1185
O: -0.3032 1.4038 -1.2377
H: -4.7415 6.2101 -0.6492
C: 2.3571 -3.1574 4.3785
C: 3.1719 -2.1756 4.6765
C: -3.6186 -1.5858 1.9099

Löwdin population analysis, charges in e, atoms 1 to 6:
1. C -0.21
2. C -0.38
3. C -0.37
4. C -0.34
5. C -0.16
6. S 0.67

C52H57N4O12 | wB97M-V/def2-TZVPD

Calculated values
multiplicity	1
net charge	+1
largest force on an atom	16.2	eV Å⁻¹
HOMO	-0.3637	hartree
HOMO-LUMO gap	7.420	eV

Positions of all 125 atoms, in Å:
C: 4.7405 -3.7690 2.6872
H: -0.9405 1.5730 2.6532
H: -4.7125 1.7750 5.7322
C: 4.6445 2.5500 -2.6838
C: -5.6015 -4.3040 0.6732
C: 3.5195 -3.8320 0.5982
H: -8.0645 3.2210 3.2742
H: 2.8805 0.3050 2.2192
C: 7.4405 3.4720 1.3942
C: -4.8945 -2.1100 1.5222
C: -3.1605 -3.7110 0.5062
C: -0.9775 -3.9840 -6.5098
H: 2.0005 -0.8180 -2.8228
H: -4.0255 -5.5700 -0.2198
H: 3.4825 -3.9590 -0.3488
O: -4.0425 1.1070 6.0532
C: 8.5515 5.5940 1.9852
C: -4.2835 -4.6420 0.3222
H: -0.1915 -0.5170 -5.1078
H: -1.9945 3.4430 0.6662
H: -0.0535 -1.6670 2.6362
H: 0.8795 1.4190 0.9112
C: 2.2495 4.1350 -2.2768
C: -3.4795 -2.4280 1.0712
C: -1.6025 -1.2810 4.4402
C: 2.8095 3.8070 -3.5618
C: -0.1655 -3.6370 -5.3798
O: 5.3155 2.8180 2.2722
O: 9.6895 6.3480 2.2562
H: 5.5215 1.7850 -2.7228
H: -4.4025 0.9070 0.4052
H: 1.3725 -3.7730 0.7602
O: -1.9175 -4.1150 0.3702
H: -6.3725 0.8200 1.1272
H: -3.8405 -2.1260 -6.2318
C: -1.2415 -0.0050 -0.9488
O: 2.3195 3.6210 0.1062
H: 7.2395 7.0850 3.2052
C: -3.1845 0.5310 5.1492
H: 4.5685 3.1450 2.7542
C: -4.6575 1.7710 0.7472
H: -3.3645 -2.6460 -1.8548
C: -6.1035 -1.6110 -3.6798
H: -6.1555 4.7900 2.6452
H: -0.1855 0.3910 -2.7628
H: 2.3275 4.2200 -4.3988
H: -5.1165 -1.2170 2.0942
C: -2.8315 -0.8650 5.3402
H: -6.3845 -5.0360 0.4332
H: 7.3755 2.3800 0.9632
N: 1.2035 0.4890 -1.2528
H: 5.7285 -3.9000 3.3762
C: -4.4635 3.9960 1.4662
C: -0.1495 0.7280 -1.8058
H: 3.9275 -1.0810 1.4682
C: -5.2565 -1.7840 -2.5928
H: -1.8225 -2.8630 -8.3148
H: -1.7795 -4.8910 -0.1518
C: -5.9765 1.5960 1.2932
O: 5.9345 -3.6000 0.5382
C: -1.3485 -2.8290 -7.3018
O: -0.2805 -0.8000 2.4162
O: -2.5635 2.7540 0.4342
C: -4.3075 -2.0860 -5.1218
H: 3.5905 -3.9940 4.4642
C: -6.5695 2.7460 2.0332
O: -7.1725 -2.7940 1.7262
C: -5.8665 -3.0380 1.2832
N: 0.0365 -2.4960 -4.8838
C: -0.5085 -1.4400 -5.5888
H: -0.2285 1.8010 -1.7598
H: -1.4575 -0.7410 -7.3078
H: -2.8885 -1.5890 1.1622
C: -2.4155 1.3330 4.2912
H: -1.1555 -2.2050 4.5212
C: 2.2345 -4.0270 2.8122
H: -3.1605 -1.3030 6.2382
C: -3.8385 2.8310 0.8902
H: -7.1945 -1.2360 -3.6898
H: 9.3245 4.1400 0.6212
O: 4.4215 2.9020 -5.1818
H: -5.6425 -1.7830 -1.4948
H: 4.1735 0.6150 1.6192
C: 6.3145 3.7360 2.2482
C: 3.5075 -3.8960 3.4402
C: 6.1855 4.9810 2.8092
O: -7.8425 2.7320 2.5362
C: 1.4995 0.6240 0.0682
O: 1.1015 -4.1080 3.4662
C: -3.9075 -2.3130 -2.7278
C: -1.4665 0.9640 3.3702
C: 7.3345 6.0040 2.7102
H: 3.7595 -1.2920 -0.9278
H: 1.3845 3.8890 0.1152
H: -1.3105 -1.0770 -0.9068
H: -1.0655 -5.0460 -6.6898
H: 5.0695 3.4730 -5.4108
H: -1.0995 0.3450 -0.0558
N: -5.5985 -1.6680 -4.9658
H: 6.5875 -3.2070 0.7992
C: 3.0465 -0.6070 -0.9278
C: 2.9175 3.5540 -1.1388
H: -3.7725 4.7580 1.5472
C: 8.4455 4.3900 1.2342
C: -3.5215 -2.4440 -4.0598
C: 3.9855 3.0420 -3.8338
H: 4.8455 2.4120 -0.6698
C: 3.4745 -0.0290 1.5512
H: 1.1625 4.4000 -2.0848
C: -5.8355 3.9480 2.1142
H: -2.2125 0.2940 -1.0688
H: 0.3295 -4.3580 -4.6938
C: 2.0295 -0.4520 -1.8648
C: 4.7775 -3.7950 1.3142
C: 4.1805 2.8810 -1.2448
H: 0.9295 -4.8120 4.1742
C: -1.0545 -1.5730 -6.8348
H: -7.7635 -3.5770 1.6862
C: -1.0895 -0.4270 3.4302
H: 10.3535 6.4100 1.5532
H: -2.8205 2.5050 4.0662
H: 5.4355 5.3710 3.5682
N: 2.7205 0.0660 0.2442
H: -2.6855 -3.0010 -3.9858
C: 2.1635 -3.9350 1.3692

Löwdin population analysis, charges in e, atoms 1 to 6:
1. C -0.03
2. H 0.09
3. H 0.14
4. C 0.03
5. C -0.02
6. C 0.05

C52H59BFeN6P2S5 | wB97M-V/def2-TZVPD

Calculated values
⟨S²⟩	8.82
multiplicity	6
net charge	+1
largest force on an atom	0.8	eV Å⁻¹
HOMO (alpha / beta)	-0.3620 / -0.3661	hartree
HOMO-LUMO gap (alpha / beta)	6.237 / 6.176	eV

Positions of all 126 atoms, in Å:
N: -1.6131 -0.8072 -1.9229
B: -1.2386 -0.6522 -0.4378
C: 4.3956 4.4683 -1.2973
C: 2.5738 1.9132 -4.7569
H: 6.2507 4.3131 4.3571
C: -3.3141 -4.0196 -5.0386
H: -4.4423 -5.2340 1.3203
C: 3.5659 1.1339 -5.3313
H: -5.2077 -2.9638 -3.3899
H: 7.1078 6.3078 -0.4743
C: -1.1125 6.2993 1.6081
H: 2.3478 -3.2941 3.8316
P: 3.6144 1.8534 -0.8001
H: 3.1648 5.2258 1.5497
H: 2.1181 -4.0857 1.7037
C: -0.9823 -2.3591 4.0183
C: -2.4257 -1.3211 -4.3993
H: 1.8069 2.3599 -5.3751
S: -1.9686 1.9612 0.6218
H: 1.3472 -3.0811 5.2616
C: 3.1611 3.2169 2.3372
C: 4.9048 2.7104 3.9101
H: -0.6289 6.3286 3.6995
H: -2.0816 -4.4710 -1.8424
H: -2.3550 -4.0440 -5.5569
H: -5.4756 -4.3023 3.3219
H: -0.6988 1.1437 -5.3929
N: -3.0666 -1.7858 0.6616
H: 7.6907 4.2067 0.6817
H: -1.9033 -2.5676 3.4734
C: -2.8809 0.5871 0.9363
Fe: 0.3490 0.9580 -0.3069
C: -4.6189 1.8895 2.2434
P: 1.7373 2.7140 1.3600
C: -1.9128 -0.0870 -4.1505
H: 5.3314 -0.0353 -4.9836
H: 5.1411 5.9155 2.8351
H: -6.8154 -2.3389 1.2350
C: 3.5549 1.5643 -2.5874
C: -1.4644 0.1764 -2.8199
C: 0.1957 -3.1312 3.4345
H: -5.7230 -2.5786 3.5436
C: -3.9463 -4.2861 1.1119
H: -4.8639 2.5673 1.4246
C: -3.1519 -3.6714 -3.5599
C: -2.5343 -2.2915 -3.3676
C: 1.5012 -3.3318 1.2343
H: -3.9752 -3.3281 -5.5600
C: -1.7584 0.9549 -5.2092
C: -4.5293 -3.6533 -2.8850
C: -5.0393 -3.3212 3.1335
C: 2.9406 -3.4039 -0.8263
H: -1.4019 6.0288 -0.4996
C: 0.4139 -2.7555 1.9829
H: -2.7542 -5.6932 -2.9308
C: -0.0788 -4.6390 3.5158
H: 1.6583 -1.7092 4.1921
H: 3.4174 1.2993 3.2576
H: 0.7982 -5.2285 3.2475
S: 4.2139 0.3072 0.2470
C: 1.7838 -2.9181 -0.0182
H: -4.4382 -3.3425 -1.8448
H: 4.9849 6.4780 -1.7363
C: 5.9095 3.1887 0.0687
H: 6.1511 2.2633 0.5791
H: -0.3551 -4.9069 4.5357
S: 0.9023 0.9901 2.0369
C: 5.3841 4.0046 3.7874
N: -0.1601 -1.5258 0.1640
C: 0.3984 4.7624 2.6689
H: -0.8981 -4.9290 2.8562
H: 3.7393 -2.6594 -0.7962
H: -1.1182 -2.6511 5.0593
H: 0.9022 4.4107 3.5620
H: 3.3118 -4.3486 -0.4360
H: -4.9721 -4.6484 -2.9150
H: 0.1280 4.1078 -0.6478
H: -3.7712 -4.2131 0.0398
C: -4.8164 -3.1420 1.6258
C: 1.4676 -2.7825 4.2199
C: 3.6505 4.5183 2.2102
C: -0.0387 4.5898 0.3088
H: -6.0410 -3.0667 -0.1749
H: 5.3143 0.3382 -2.5406
C: 4.7598 4.9095 2.9359
H: -5.5073 1.7266 2.8488
H: 2.6594 -3.5282 -1.8715
C: -4.7014 -0.5950 1.9055
C: -2.2640 -4.7211 -2.8869
C: 5.2438 5.5587 -1.2296
C: 4.5571 0.5717 -4.5356
H: -1.7800 7.1480 1.6716
C: 2.5673 2.1271 -3.3853
C: 6.4364 5.4612 -0.5182
H: 1.7879 2.7313 -2.9376
H: -3.7608 -5.0099 -5.1232
C: 4.5523 0.7843 -3.1679
C: 0.9739 -1.8432 -0.5355
H: -4.1002 -3.2594 3.6843
C: 4.7244 3.2809 -0.6437
C: 3.7913 2.3126 3.1825
H: -2.2302 0.6344 -6.1353
H: -2.1966 1.9006 -4.8898
H: -0.8119 -1.2834 3.9781
H: 3.5718 0.9650 -6.3996
C: -0.9001 5.6742 0.3896
C: 0.6133 4.1261 1.4472
C: -6.1701 -3.1537 0.9044
H: 5.3949 2.0088 4.5698
H: -2.9716 -4.2884 1.6017
N: -2.1387 -2.0167 -2.1578
H: -1.3022 -4.8027 -3.3948
H: 3.4726 4.5429 -1.8609
C: -4.1463 -1.8019 1.3748
H: -5.6131 -0.6414 2.4850
N: -2.4747 -0.5892 0.4547
C: -4.0966 0.5978 1.7087
S: -0.6764 1.6156 -2.3781
N: -0.4058 -1.9156 1.4498
S: 1.4033 -0.8790 -1.8147
H: -2.7432 -1.5683 -5.4013
C: -0.4648 5.8410 2.7488
C: 6.7660 4.2800 0.1255
C: 1.9693 2.3512 -0.3567
H: -3.8568 2.3873 2.8438
H: -6.6892 -4.0901 1.1105

Löwdin population analysis, charges in e, atoms 1 to 6:
1. N -0.01
2. B -0.58
3. C -0.08
4. C -0.08
5. H 0.11
6. C -0.05

Question: Among the records above, which one has the highest multiplicity?
Answer: C52H59BFeN6P2S5